(1)
This record from the Open Molecules 2025 dataset describes a 5-piece molecular cluster, C2H12O4 overall. The level of theory is ωB97M-V/def2-TZVPD.

Calculated values
2S+1: 2
E_HOMO (spin up / spin down): -15.46 / -15.45 eV
energy above the lowest of the compared OMol25 structures with the same formula, charge and spin: 14.83 kJ/mol
net charge: +1
E_LUMO (spin up / spin down): -6.09 / -9.93 eV

```
18
C2H12O4 | the Open Molecules 2025 dataset | ωB97M-V/def2-TZVPD
H -1.46 -0.85 -0.75
H 0.44 -1.77 -0.29
O 1.19 -1.76 0.35
H 1.55 0.17 -0.75
H 0.63 -0.55 1.49
H -0.50 1.68 -0.60
O 0.19 0.22 1.93
H 1.26 -2.64 0.73
H -1.36 0.37 1.05
O -0.95 -1.48 -1.32
O -2.10 0.36 0.40
H 0.79 0.96 1.80
C 0.49 2.09 -0.80
C 1.61 1.25 -0.88
H 2.61 1.64 -1.06
H -0.79 -1.02 -2.15
H 0.61 3.16 -0.93
H -2.91 0.15 0.90
```

---

(2)
This record from the Open Molecules 2025 dataset describes a 2-piece molecular cluster, C2H12OSi4 overall in a non-equilibrium geometry. The level of theory is ωB97M-V/def2-TZVPD.

Calculated values
E_HOMO (spin up / spin down): -8.08 / -6.48 eV
E_LUMO (spin up / spin down): 0.14 / -1.83 eV

```
19
C2H12OSi4 | the Open Molecules 2025 dataset | ωB97M-V/def2-TZVPD
Si 2.88 1.73 2.67
H -0.53 -1.00 -3.72
C -0.46 1.96 -1.03
H -1.64 2.03 -1.01
Si -1.73 -1.05 -2.58
C -0.08 0.80 -0.08
H -2.32 -2.62 -2.65
H 0.69 -2.24 2.02
H 2.87 0.31 3.09
H -2.79 -0.17 -3.09
Si -0.89 -0.87 -0.54
H -0.17 1.77 -2.05
H -1.70 -2.61 1.99
O 0.70 1.00 0.86
H 0.18 2.90 -0.71
H 2.95 2.52 3.97
H 3.06 1.92 1.28
Si -0.59 -2.49 1.12
H -0.43 -3.89 0.44
```

---

(3)
This record from the Open Molecules 2025 dataset describes a 2-piece molecular cluster, C2H12Si3 overall in a non-equilibrium geometry. The level of theory is ωB97M-V/def2-TZVPD.

Calculated values
E_HOMO: -7.84 eV
energy above the lowest of the compared OMol25 structures with the same formula, charge and spin: 276.39 kJ/mol
E_LUMO: -1.25 eV

```
17
C2H12Si3 | the Open Molecules 2025 dataset | ωB97M-V/def2-TZVPD
H -3.36 -0.40 -1.63
H -2.08 1.15 -1.08
H 0.34 -2.66 -0.13
H 6.11 0.17 -0.18
H -4.61 1.66 -0.36
H -3.46 1.96 1.05
H -4.72 0.79 1.09
H 4.34 -1.34 0.25
H 3.97 1.01 0.99
Si -1.20 -0.86 1.03
C 0.51 -1.61 0.14
Si -2.70 0.10 -0.45
H 1.46 -1.36 0.77
C -3.97 1.18 0.38
Si 4.63 0.14 0.07
H 0.57 -0.91 -0.82
H 4.17 0.97 -1.09
```

---

(4)
This record from the Open Molecules 2025 dataset describes a 2-piece molecular cluster, C2H12Si3 overall in a non-equilibrium geometry. The level of theory is ωB97M-V/def2-TZVPD.

Calculated values
E_HOMO (spin up / spin down): -7.37 / -7.28 eV
energy above the lowest of the compared OMol25 structures with the same formula, charge and spin: 267.66 kJ/mol
E_LUMO (spin up / spin down): -0.66 / -0.61 eV

```
17
C2H12Si3 | the Open Molecules 2025 dataset | ωB97M-V/def2-TZVPD
Si -0.53 0.49 -0.86
H -1.59 0.78 -1.85
H -0.85 2.86 2.24
H 1.82 1.20 -0.50
H -1.25 -2.52 -1.22
C 0.90 1.76 -0.97
Si 0.02 -1.71 -1.06
H 1.33 2.15 -1.95
C 1.10 -2.45 0.27
H 0.85 -2.70 1.25
H -1.86 1.17 3.81
H 0.83 2.71 -0.46
H -2.79 1.41 1.41
H 0.33 -1.88 -2.50
Si -1.69 1.69 2.33
H 1.47 -3.31 -0.24
H 1.91 -1.64 0.32
```

---

(5)
This record from the Open Molecules 2025 dataset describes C2H13BN3Ti as an isolated structure in a non-equilibrium geometry. The level of theory is ωB97M-V/def2-TZVPD.

Calculated values
2S+1: 3
E_HOMO (spin up / spin down): -0.36 / -5.25 eV
energy above the lowest of the compared OMol25 structures with the same formula, charge and spin: 46.31 kJ/mol
net charge: -1
E_LUMO (spin up / spin down): 2.89 / 3.10 eV

```
20
C2H13BN3Ti | the Open Molecules 2025 dataset | ωB97M-V/def2-TZVPD
N 1.49 -0.34 -1.87
N -0.50 -0.74 0.42
B -1.93 -2.41 1.94
Ti 0.35 0.82 -0.50
H 2.74 1.11 0.84
C -1.12 1.62 -1.56
H 2.36 0.11 -2.18
H 0.51 2.26 0.13
H 1.59 0.28 1.91
H 1.48 1.95 1.59
H -1.28 -3.16 2.58
H 0.96 -0.45 -2.75
H -1.62 0.77 -2.03
H 1.75 -1.30 -1.61
H -2.56 -1.63 2.63
H -0.63 2.36 -2.22
C -1.07 -1.51 1.11
H -1.66 2.22 -0.79
N 1.80 1.00 1.22
H -2.66 -2.96 1.16
```

---

(6)
This record from the Open Molecules 2025 dataset describes a 3-piece molecular cluster, C2H13N2O2 overall in a non-equilibrium geometry. The level of theory is ωB97M-V/def2-TZVPD.

Calculated values
2S+1: 2
E_HOMO (spin up / spin down): -2.51 / -10.07 eV
energy above the lowest of the compared OMol25 structures with the same formula, charge and spin: 59.06 kJ/mol
E_LUMO (spin up / spin down): 0.95 / 0.70 eV

```
19
C2H13N2O2 | the Open Molecules 2025 dataset | ωB97M-V/def2-TZVPD
O 1.93 -2.00 -1.44
H -2.73 -1.41 0.45
O 1.47 2.50 -1.07
H -0.11 -1.13 -0.26
N 0.34 -0.22 -0.12
H 0.18 0.37 -0.96
H 2.36 2.62 -1.40
H -1.98 0.43 2.32
H 1.37 -0.29 -0.08
C -0.22 0.47 1.09
H 2.77 -2.45 -1.37
C -1.53 -0.22 1.57
H -3.11 0.19 0.25
H 1.67 -2.39 -2.30
N -2.35 -0.47 0.37
H 0.91 3.16 -1.49
H -1.14 -1.18 1.87
H -0.39 1.49 0.74
H 0.57 0.53 1.84
```

---

(7)
This record from the Open Molecules 2025 dataset describes a 3-piece molecular cluster, C2H13N2O2 overall in a non-equilibrium geometry. The level of theory is ωB97M-V/def2-TZVPD.

Calculated values
E_HOMO: -13.88 eV
energy above the lowest of the compared OMol25 structures with the same formula, charge and spin: 299.12 kJ/mol
net charge: +1
E_LUMO: -3.01 eV

```
19
C2H13N2O2 | the Open Molecules 2025 dataset | ωB97M-V/def2-TZVPD
O -2.46 -0.83 -0.30
N 1.80 -1.42 -0.66
H -2.92 -1.35 -0.78
H -1.13 -1.31 -0.08
H 0.31 -1.91 0.65
H -0.98 -1.23 1.65
H 2.00 -1.51 -1.67
H 1.15 0.49 -1.58
C 1.50 0.10 -0.66
C 0.37 0.14 0.52
H -0.27 1.00 0.55
O -0.62 2.86 0.36
H -2.17 0.06 -0.54
H 2.47 -1.75 -0.07
H -1.46 3.18 0.52
H 2.31 0.70 -0.27
N -0.42 -1.11 0.75
H 0.74 0.26 1.54
H -0.24 3.63 0.06
```

---

(8)
This record from the Open Molecules 2025 dataset describes a 3-piece molecular cluster, C2H13N2O2 overall in a non-equilibrium geometry. The level of theory is ωB97M-V/def2-TZVPD.

Calculated values
E_HOMO: -13.90 eV
energy above the lowest of the compared OMol25 structures with the same formula, charge and spin: 36.74 kJ/mol
net charge: +1
E_LUMO: -2.74 eV

```
19
C2H13N2O2 | the Open Molecules 2025 dataset | ωB97M-V/def2-TZVPD
H -0.32 -1.52 -0.64
O 2.29 0.39 -1.57
H -2.59 0.92 -2.75
C -0.45 -0.74 0.10
N 0.06 -0.25 2.45
H 0.29 -2.20 1.55
H -0.64 -0.72 3.04
N -0.15 0.67 -0.29
H 1.43 -1.03 1.15
H 2.94 0.03 -0.94
H 0.72 0.74 -0.84
H -1.51 -0.73 0.33
H -0.92 0.87 -0.98
H 0.83 -0.21 3.11
H -2.96 1.76 -1.50
H 2.92 0.75 -2.21
H 0.01 1.15 0.60
O -2.27 1.26 -1.92
C 0.35 -1.14 1.32
```

---

(9)
This record from the Open Molecules 2025 dataset describes a 3-piece molecular cluster, C2H13N2O2 overall in a non-equilibrium geometry. The level of theory is ωB97M-V/def2-TZVPD.

Calculated values
E_HOMO: -13.35 eV
energy above the lowest of the compared OMol25 structures with the same formula, charge and spin: 152.76 kJ/mol
net charge: +1
E_LUMO: -3.56 eV

```
19
C2H13N2O2 | the Open Molecules 2025 dataset | ωB97M-V/def2-TZVPD
H -1.66 1.61 0.60
H -1.65 1.82 -1.12
H 0.26 -0.24 -2.52
C 0.17 1.13 -0.35
H 0.51 1.65 0.58
H 4.01 2.67 1.98
H 0.52 -0.86 0.40
C 0.73 -0.29 -0.51
H -1.78 0.32 -0.39
H -3.70 -3.66 0.31
H 0.28 -1.87 -1.85
H 4.05 1.14 2.07
O 4.11 1.88 1.46
H -3.66 -4.12 1.70
N 0.19 -0.87 -1.73
O -3.41 -3.33 1.18
H 1.81 -0.14 -0.51
N -1.36 1.27 -0.32
H 0.62 1.88 -0.98
```

---

(10)
This record from the Open Molecules 2025 dataset describes a 3-piece molecular cluster, C2H13N7 overall in a non-equilibrium geometry. The level of theory is ωB97M-V/def2-TZVPD.

Calculated values
E_HOMO: -6.56 eV
energy above the lowest of the compared OMol25 structures with the same formula, charge and spin: 0.00 kJ/mol
E_LUMO: 0.69 eV

```
22
C2H13N7 | the Open Molecules 2025 dataset | ωB97M-V/def2-TZVPD
N -1.17 1.42 0.08
H -0.68 0.58 -2.10
H -2.89 0.96 -0.77
N -0.13 -0.18 -1.72
H 0.96 2.15 -0.70
N -0.90 -1.42 0.65
C 0.49 0.20 -0.49
H -0.96 -2.10 1.39
N 0.61 -0.14 1.91
N 1.39 1.30 -0.35
H 0.12 -0.30 2.78
H -0.93 1.89 0.95
H 1.67 -2.11 -0.95
H 1.32 0.58 1.87
H -1.10 -1.72 -0.30
H 2.27 1.08 -0.81
N 2.00 -1.17 -0.73
C 0.00 -0.41 0.73
H -2.68 0.16 0.65
H 0.59 -0.50 -2.36
N -2.52 1.05 0.17
H 2.54 -1.29 0.13
```

---

(11)
This record from the Open Molecules 2025 dataset describes a 4-piece molecular cluster, C2H13NO3 overall. The level of theory is ωB97M-V/def2-TZVPD.

Calculated values
E_HOMO: -9.48 eV
energy above the lowest of the compared OMol25 structures with the same formula, charge and spin: 105.18 kJ/mol
structure (SMILES): CNC.O.O.O
E_LUMO: 0.76 eV

```
19
C2H13NO3 | the Open Molecules 2025 dataset | ωB97M-V/def2-TZVPD
H -0.83 1.95 1.28
H 1.65 -1.41 1.08
H -0.25 -2.58 1.02
H 2.56 1.99 -0.88
O 0.82 -1.01 1.37
H 0.25 3.17 1.91
O -3.57 -2.89 -2.87
C 0.03 2.56 1.04
H -1.44 -3.47 1.32
H -3.43 -2.89 -3.82
H 0.90 -0.06 1.11
N 1.21 1.74 0.72
H 1.98 2.04 1.30
H -0.25 3.21 0.21
O -0.75 -3.34 0.66
C 1.56 1.58 -0.69
H -2.80 -3.30 -2.46
H 1.48 0.54 -1.00
H 0.88 2.17 -1.32
```

---

(12)
This record from the Open Molecules 2025 dataset describes a 4-piece molecular cluster, C2H13NO3 overall in a non-equilibrium geometry. The level of theory is ωB97M-V/def2-TZVPD.

Calculated values
E_HOMO: -10.01 eV
energy above the lowest of the compared OMol25 structures with the same formula, charge and spin: 215.09 kJ/mol
structure (SMILES): CNC.O.O.O
E_LUMO: 0.40 eV

```
19
C2H13NO3 | the Open Molecules 2025 dataset | ωB97M-V/def2-TZVPD
H 0.34 1.66 0.76
H -0.76 -1.20 3.16
H 0.89 -0.62 3.04
H 1.31 -2.37 0.41
H -0.92 -0.65 0.70
H 0.25 -0.79 -1.12
H -1.33 1.62 1.31
O 0.94 -0.24 -1.44
C -0.28 1.15 1.50
O -2.14 3.54 -3.08
O 1.44 -3.09 -0.23
H 1.65 -2.46 -0.96
H 1.34 0.18 -0.58
C 0.13 -1.11 2.48
N -0.02 -0.34 1.23
H -2.82 2.83 -3.04
H 0.59 -2.07 2.07
H -0.12 1.36 2.58
H -1.34 3.08 -2.82
```

---

(13)
This record from the Open Molecules 2025 dataset describes a 4-piece molecular cluster, C2H13NO4 overall in a non-equilibrium geometry. The level of theory is ωB97M-V/def2-TZVPD.

Calculated values
E_HOMO: -9.92 eV
energy above the lowest of the compared OMol25 structures with the same formula, charge and spin: 56.09 kJ/mol
structure (SMILES): NCCO.O.O.O
E_LUMO: 0.47 eV

```
20
C2H13NO4 | the Open Molecules 2025 dataset | ωB97M-V/def2-TZVPD
H -0.43 -2.68 0.83
H -1.73 -0.16 -0.01
O 1.95 0.17 0.04
H -0.42 -0.40 -1.89
H 0.04 -0.49 1.70
O 0.40 2.13 1.33
C -1.47 -1.18 -0.30
O -0.71 -0.99 2.01
H -2.03 -2.41 1.35
H 2.87 -0.11 0.11
C -1.14 -1.86 1.03
H 0.23 2.28 -1.75
H 0.67 2.40 2.22
H 1.45 2.26 -2.44
O 0.51 2.18 -2.67
H 1.08 1.49 1.08
N -0.31 -1.12 -1.19
H 1.44 -0.50 -0.46
H -0.23 -1.98 -1.72
H -2.36 -1.56 -0.81
```